# 1
The following is a quantum chemistry calculation of a structure of composition C34H36GaN3O4P2Se2, from the Open Molecules 2025 dataset.

Output
- gap between HOMO and LUMO (hartree) = 0.26079
- total charge = +2

Geometry as XYZ:
```
82
Properties=species:S:1:pos:R:3:lowdin_charge:R:1
Ga -2.803 -0.600 0.687 0.21
C -4.757 1.688 1.092 -0.10
C -5.406 0.713 0.128 -0.09
O -4.878 -0.603 0.385 -0.23
C -5.605 -1.492 1.250 -0.09
C -4.776 -2.767 1.235 -0.08
O -3.383 -2.448 1.468 -0.18
C -2.878 -2.637 2.815 -0.09
C -3.235 -1.429 3.677 -0.10
O -3.179 -0.307 2.791 -0.22
C -2.924 0.977 3.378 -0.10
C -2.624 1.913 2.197 -0.09
O -3.337 1.443 1.031 -0.18
H -5.108 1.538 2.116 0.14
H -4.957 2.722 0.792 0.16
H -5.136 0.944 -0.905 0.14
H -6.494 0.706 0.224 0.16
H -6.601 -1.679 0.835 0.16
H -5.700 -1.048 2.246 0.14
H -4.811 -3.224 0.242 0.16
H -5.118 -3.492 1.977 0.16
H -1.796 -2.715 2.701 0.13
H -3.273 -3.571 3.219 0.15
H -2.495 -1.319 4.472 0.15
H -4.237 -1.483 4.114 0.15
H -2.050 0.917 4.034 0.15
H -3.800 1.276 3.963 0.14
H -1.570 1.889 1.927 0.12
H -2.910 2.944 2.412 0.16
Se 2.501 2.847 1.610 0.35
P 2.796 0.901 0.873 0.53
C 3.385 0.842 -0.844 -0.34
C 3.997 -0.311 -1.338 -0.08
C 4.629 -0.284 -2.569 -0.07
C 4.655 0.889 -3.313 -0.06
C 4.026 2.029 -2.838 -0.06
C 3.392 2.007 -1.605 -0.11
C 3.947 -0.150 1.775 -0.37
C 5.127 0.461 2.193 -0.09
C 6.106 -0.287 2.821 -0.05
C 5.908 -1.644 3.037 -0.06
C 4.733 -2.253 2.624 -0.07
C 3.747 -1.508 1.995 -0.10
C 1.183 0.049 1.023 -0.38
C 0.049 -0.145 0.249 -0.37
N -0.922 -0.529 1.124 -0.09
N -0.396 -0.585 2.345 0.02
N 0.848 -0.266 2.303 0.06
P -0.376 -0.035 -1.490 0.80
Se -2.467 -0.801 -1.647 0.72
C 0.643 -1.112 -2.474 -0.36
C 1.347 -0.640 -3.575 -0.08
C 2.043 -1.541 -4.368 -0.05
C 2.059 -2.887 -4.045 -0.04
C 1.378 -3.353 -2.926 -0.05
C 0.656 -2.473 -2.145 -0.09
C -0.377 1.654 -2.054 -0.36
C -0.197 2.696 -1.150 -0.09
C -0.251 4.007 -1.601 -0.05
C -0.497 4.270 -2.939 -0.04
C -0.694 3.227 -3.839 -0.04
C -0.643 1.917 -3.402 -0.09
H 4.029 -1.211 -0.742 0.11
H 5.130 -1.169 -2.933 0.11
H 5.180 0.917 -4.258 0.11
H 4.063 2.948 -3.407 0.11
H 2.974 2.914 -1.189 0.06
H 5.272 1.523 2.036 0.09
H 7.019 0.187 3.148 0.11
H 6.670 -2.227 3.533 0.11
H 4.580 -3.307 2.797 0.11
H 2.833 -1.991 1.682 0.10
H 1.362 0.413 -3.814 0.10
H 2.579 -1.184 -5.234 0.12
H 2.603 -3.582 -4.668 0.12
H 1.395 -4.404 -2.679 0.12
H 0.094 -2.838 -1.295 0.11
H 0.035 2.507 -0.112 0.05
H -0.080 4.816 -0.905 0.12
H -0.534 5.292 -3.287 0.12
H -0.889 3.439 -4.880 0.12
H -0.807 1.109 -4.103 0.11
```

# 2
The following is a quantum chemistry calculation of a structure of composition C2H5BiMgO3 at a distorted geometry, from the Open Molecules 2025 dataset.

Output
- gap between HOMO and LUMO (spin up / spin down) (hartree) = 0.20437 / 0.33891
- total charge = +1
- <S²> = 0.75
- spin multiplicity = 2

Geometry as XYZ:
```
12
Properties=species:S:1:pos:R:3:lowdin_spin:R:1
O 0.889 0.945 -1.066 0.02
C 1.539 -0.065 -0.354 0.00
C 0.790 -0.557 0.899 0.02
O -0.579 -0.378 0.682 0.15
Mg -2.174 -1.084 -0.230 0.58
H 2.587 0.176 -0.091 0.00
H 1.575 -0.927 -1.055 0.00
H 1.067 -0.007 1.818 0.00
H 1.071 -1.603 1.118 0.00
Bi -0.788 1.393 -0.240 0.08
O -2.612 0.855 -0.525 0.14
H -3.366 1.251 -0.957 0.01
```

# 3
The following is a quantum chemistry calculation of a structure of composition C32H29BrGeN4NiO at a distorted geometry, from the Open Molecules 2025 dataset.

Output
- gap between HOMO and LUMO (spin up / spin down) (hartree) = 0.18771 / 0.23783
- <S²> = 2.04
- spin multiplicity = 3

Geometry as XYZ:
```
69
Properties=species:S:1:pos:R:3:lowdin_spin:R:1
Ni 0.428 -1.689 0.062 0.92
Br 7.792 -2.648 -0.353 0.00
C 5.972 -2.236 0.194 0.00
C 5.672 -1.067 0.911 0.00
C 4.370 -0.750 1.258 0.00
C 3.258 -1.504 0.778 0.00
O 2.061 -0.991 0.898 0.02
C 3.592 -2.728 0.126 0.00
C 2.610 -3.636 -0.415 0.00
N 1.331 -3.468 -0.426 0.03
C 0.471 -4.246 -1.213 0.00
C 0.579 -5.518 -1.739 0.00
C -0.297 -6.105 -2.616 0.00
C -1.349 -5.371 -3.105 0.00
C -1.548 -4.088 -2.647 0.00
C -2.711 -3.325 -2.954 -0.01
C -2.925 -2.131 -2.354 0.00
C -1.954 -1.622 -1.511 0.00
N -0.890 -2.311 -1.178 0.01
C -0.682 -3.523 -1.681 0.00
C 4.948 -3.028 -0.209 0.00
H 6.494 -0.426 1.166 0.00
H 4.158 0.151 1.868 0.00
H 2.986 -4.462 -1.001 0.00
H 1.424 -6.106 -1.415 0.00
H -0.068 -7.142 -2.919 0.00
H -2.068 -5.811 -3.770 0.00
H -3.452 -3.684 -3.645 0.00
H -3.731 -1.516 -2.625 0.00
H -1.997 -0.589 -1.083 0.00
H 5.127 -3.947 -0.715 0.00
C -0.710 -0.758 3.203 0.03
C -1.165 -0.780 1.870 0.00
N -0.874 0.125 0.899 0.03
C -0.045 1.103 1.256 0.02
C 0.616 1.148 2.464 0.03
C 0.160 0.246 3.500 0.00
C 1.634 2.076 2.719 -0.02
C 2.027 2.958 1.807 0.02
C 1.344 3.029 0.583 0.03
C 1.652 4.048 -0.322 0.26
C 1.051 3.992 -1.611 0.04
C -0.076 3.272 -1.815 0.16
N -0.575 2.461 -0.817 0.20
C 0.302 2.132 0.263 0.13
H -1.021 -1.472 3.911 0.00
H -1.835 -1.547 1.585 0.00
H 0.669 0.310 4.432 0.00
H 2.278 1.937 3.626 0.00
H 3.019 3.357 1.999 0.00
H 2.539 4.645 -0.221 0.02
H 1.471 4.656 -2.352 0.00
H -0.615 3.103 -2.778 0.01
C -4.478 2.547 1.211 0.00
Ge -2.972 3.480 0.345 0.01
C -3.870 4.906 -0.726 0.00
C -1.906 4.062 1.861 0.00
C -2.010 2.191 -0.771 0.02
H -4.706 3.094 2.136 0.00
H -4.187 1.565 1.614 0.00
H -5.367 2.383 0.605 0.00
H -4.577 5.408 -0.032 0.00
H -4.408 4.426 -1.493 0.00
H -3.189 5.701 -1.026 0.00
H -2.429 4.853 2.417 0.00
H -0.901 4.309 1.560 0.00
H -1.777 3.214 2.561 0.00
H -2.389 2.106 -1.809 0.00
H -2.282 1.235 -0.339 0.00
```

# 4
The following is a quantum chemistry calculation of a structure of composition C8H13BeNO3S at a distorted geometry, from the Open Molecules 2025 dataset.

Output
- gap between HOMO and LUMO (hartree) = 0.14407
- total charge = -2

Geometry as XYZ:
```
27
Properties=species:S:1:pos:R:3:nbo_charge:R:1
C -1.188 1.276 -2.544 -0.37
C 0.202 1.019 -2.757 -0.36
C 0.931 1.661 -1.713 -0.37
C -0.001 2.322 -0.860 -0.37
C -1.313 2.092 -1.377 -0.38
Be 0.583 -0.766 0.460 1.61
N -0.803 -1.634 0.106 -1.26
C -0.691 -2.872 -0.510 -0.24
C 0.852 -2.573 -0.587 -1.03
H 2.013 1.654 -1.589 0.18
H 0.631 0.436 -3.572 0.17
H 0.247 2.920 0.014 0.17
H -2.239 2.476 -0.954 0.16
H -2.007 0.918 -3.165 0.17
H 1.222 -2.300 -1.583 0.17
H -1.167 -2.968 -1.491 0.12
H -1.741 -1.425 0.443 0.27
H 1.491 -3.193 0.050 0.16
H -0.910 -3.737 0.128 0.11
C -0.321 0.969 2.927 -0.90
S 1.274 0.214 2.588 2.34
O 2.318 0.965 3.204 -0.97
O 1.160 -1.225 2.787 -0.97
O 1.334 0.408 0.993 -1.16
H -0.296 1.331 3.961 0.21
H -1.121 0.227 2.806 0.25
H -0.464 1.805 2.233 0.27
```

# 5
The following is a quantum chemistry calculation of an isolated molecule of C5H6O, from the Open Molecules 2025 dataset.

Output
- gap between HOMO and LUMO (hartree) = 0.38816
- SMILES string = C#CCC(C)=O

Geometry as XYZ:
```
12
Properties=species:S:1:pos:R:3:nbo_charge:R:1
C -1.381 0.884 0.011 -0.73
C -0.922 -0.538 -0.213 0.62
O -1.619 -1.496 0.027 -0.52
C 0.506 -0.724 -0.744 -0.59
C 1.479 -0.291 0.263 0.00
C 2.227 0.047 1.143 -0.24
H -2.460 0.896 0.176 0.24
H -1.121 1.524 -0.839 0.23
H -0.876 1.294 0.893 0.25
H 0.634 -0.145 -1.668 0.25
H 0.640 -1.784 -0.977 0.26
H 2.893 0.332 1.927 0.24
```